# 1
84
Properties=species:S:1:pos:R:3:mulliken_spin:R:1 method="wB97M-V/def2-TZVPD" de_lowest_kcal_mol=25.2 largest_force_ev_per_a=1.80 lumo_ha="-0.380 / -0.396" homo_ev="-16.2907 / -16.3504" spin_multiplicity=4 s2=3.78 orbital_gap_ev="5.96 / 5.58" charge=+3
W 0.80 0.25 0.52 1.4619
C 3.92 -0.29 1.76 -0.0363
C 2.49 -0.70 1.86 -0.0921
C 2.01 -1.87 1.24 0.1465
C 0.88 -2.56 1.75 -0.0628
C 0.54 -3.91 1.22 0.0032
C 0.27 -2.10 2.93 0.0632
C 0.65 -0.90 3.49 -0.1333
C 0.14 -0.44 4.82 -0.0022
C 1.61 -0.09 2.79 0.2442
H 4.46 -0.87 2.51 0.0080
H 4.06 0.76 2.00 -0.0009
H 4.35 -0.52 0.79 -0.0025
H 2.64 -2.38 0.53 0.0166
H 0.99 -4.65 1.89 -0.0017
H 0.96 -4.09 0.23 -0.0060
H -0.53 -4.10 1.22 0.0005
H -0.45 -2.74 3.44 -0.0050
H 0.92 -0.61 5.57 0.0002
H -0.75 -0.99 5.13 -0.0026
H -0.07 0.63 4.84 0.0004
H 2.00 0.78 3.31 0.0011
N -1.13 0.28 1.69 0.0809
C -2.42 0.95 1.44 0.0011
C -3.45 0.51 2.25 -0.0008
C -4.67 1.17 2.27 0.0006
C -4.80 2.31 1.48 0.0000
C -3.78 2.70 0.64 0.0004
C -2.56 2.01 0.56 0.0401
C -1.55 2.33 -0.49 -0.0761
C -1.89 3.25 -1.47 -0.0059
C -1.09 3.52 -2.57 0.0017
C 0.10 2.83 -2.73 0.0065
C 0.48 1.94 -1.74 0.0179
C -0.31 1.66 -0.61 0.0234
H -1.35 -0.69 1.91 0.0170
H -0.84 0.66 2.59 0.0045
H -3.30 -0.34 2.91 0.0009
H -5.47 0.83 2.90 0.0000
H -5.71 2.89 1.51 0.0001
H -3.94 3.58 0.04 0.0000
H -2.83 3.79 -1.41 -0.0009
H -1.41 4.25 -3.30 0.0009
H 0.74 3.01 -3.59 0.0017
H 1.45 1.47 -1.87 0.0110
C 4.05 1.98 -0.64 -0.0398
C 3.09 2.56 0.34 0.0443
N 1.97 2.04 0.83 0.0677
C 1.40 2.99 1.69 0.0182
C 2.20 4.07 1.72 0.0053
N 3.25 3.78 0.87 0.0021
H 3.75 0.99 -0.95 0.0213
H 5.05 1.93 -0.21 0.0020
H 4.11 2.61 -1.53 0.0014
H 0.47 2.84 2.20 0.0023
H 2.12 5.01 2.25 -0.0004
H 4.03 4.39 0.66 -0.0002
C -0.49 -2.06 -1.96 0.1089
C -1.13 -3.08 -3.05 0.0493
N -2.50 -2.68 -3.15 0.4698
C -3.24 -2.91 -1.95 0.0380
C -2.57 -1.95 -0.83 0.0614
N -1.51 -1.18 -1.45 0.1631
C -2.04 -0.37 -2.52 0.0755
C -2.65 -1.35 -3.66 0.0461
H 0.27 -1.48 -2.46 -0.0379
H -0.05 -2.65 -1.16 -0.0060
H -1.06 -4.11 -2.72 0.0078
H -0.62 -2.96 -4.00 0.0056
H -3.17 -3.95 -1.65 0.0058
H -4.29 -2.65 -2.10 0.0081
H -2.17 -2.57 -0.03 0.0166
H -3.33 -1.28 -0.43 0.0001
H -1.25 0.24 -2.95 0.0082
H -2.82 0.28 -2.14 -0.0042
H -2.11 -1.23 -4.59 0.0068
H -3.70 -1.12 -3.82 0.0082
F 2.04 -0.36 -0.99 0.1215
As 3.43 -1.50 -2.60 -0.0020
F 2.07 -1.21 -3.59 0.0004
F 4.38 -2.35 -3.66 0.0000
F 3.89 0.09 -2.87 -0.0005
F 4.41 -1.53 -1.22 -0.0004
F 2.54 -2.79 -1.92 0.0002

=====

# 2
120
Properties=species:S:1:pos:R:3:mulliken_charge:R:1 method="wB97M-V/def2-TZVPD" de_lowest_kcal_mol=244.8 largest_force_ev_per_a=10.89 lumo_ha=-0.008 homo_ev=-8.5723 orbital_gap_ev=8.35
C 7.51 -14.52 -3.41 0.5162
O 7.79 -14.95 -4.46 -0.7317
N 6.72 -15.07 -2.62 -0.3557
N 7.99 -13.38 -3.00 -0.0279
H 6.25 -15.85 -3.06 0.2756
H 6.61 -14.94 -1.62 0.2008
H 7.78 -13.24 -2.03 0.1364
H 8.68 -12.86 -3.53 -0.3338
C 11.25 -7.06 -7.66 0.4329
O 10.96 -8.15 -7.25 -0.4689
N 11.35 -6.76 -8.84 -0.2976
N 11.39 -5.98 -6.92 -0.3881
H 10.90 -7.27 -9.59 0.2358
H 11.21 -5.76 -8.86 0.2028
H 11.46 -6.20 -5.93 -0.0039
H 11.72 -5.10 -7.29 0.1885
C 11.28 -7.46 -4.02 0.5616
O 10.45 -6.57 -4.31 -0.7759
N 12.50 -7.14 -3.53 -0.3050
N 11.24 -8.73 -4.35 0.9899
H 13.12 -7.89 -3.26 0.1067
H 12.61 -6.20 -3.18 0.2730
H 11.96 -9.34 -3.98 -0.2886
H 10.33 -9.11 -4.58 -0.5865
C 9.10 -13.76 -12.22 0.3424
O 8.65 -13.58 -13.27 -0.6744
N 9.02 -14.89 -11.59 -0.2361
N 9.81 -12.82 -11.61 -0.3041
H 9.22 -14.85 -10.60 0.0892
H 8.38 -15.59 -11.93 0.2573
H 9.93 -11.95 -12.11 0.2718
H 9.77 -12.87 -10.60 0.0704
C 8.20 -10.14 -3.98 0.1412
O 9.00 -10.93 -4.39 0.2944
N 6.93 -10.26 -4.33 -0.3737
N 8.40 -9.02 -3.23 -0.2725
H 6.62 -11.10 -4.79 -0.0638
H 6.48 -9.36 -4.32 0.2418
H 9.37 -8.89 -3.00 -0.0712
H 7.75 -8.25 -3.24 0.2551
C 11.95 -10.27 -10.67 0.8055
O 10.78 -9.92 -10.53 -0.6900
N 12.28 -11.29 -11.36 -0.2733
N 12.91 -9.69 -10.11 -0.3647
H 13.24 -11.37 -11.65 0.1668
H 11.56 -11.94 -11.64 0.2599
H 13.87 -9.91 -10.33 0.1725
H 12.61 -8.98 -9.46 -0.0393
C 13.96 -9.69 -6.43 0.4121
O 14.39 -8.57 -6.24 -0.7391
N 14.80 -10.73 -6.30 -0.3167
N 12.91 -10.02 -7.09 0.4787
H 15.75 -10.53 -6.01 0.2245
H 14.30 -11.60 -6.18 0.1462
H 12.93 -10.96 -7.47 0.2045
H 12.18 -9.35 -7.29 -0.2467
C 13.16 -13.58 -5.01 0.7004
O 13.66 -13.15 -6.09 -0.8806
N 12.13 -14.30 -4.79 -0.1197
N 13.64 -13.27 -3.85 -0.3749
H 11.81 -14.26 -3.84 0.2171
H 11.67 -14.61 -5.64 -0.1324
H 14.52 -12.81 -3.69 0.2586
H 13.47 -14.03 -3.21 0.2006
C 7.12 -15.81 -7.94 0.7266
O 6.75 -15.68 -9.08 -0.7297
N 8.10 -16.58 -7.49 -0.2049
N 6.45 -15.29 -6.98 -0.2674
H 8.32 -16.59 -6.51 0.1786
H 8.66 -17.05 -8.19 0.1438
H 6.66 -15.58 -6.04 0.1024
H 5.72 -14.61 -7.16 0.1258
C 7.49 -10.34 -10.00 0.1811
O 6.27 -10.45 -9.89 -0.8436
N 8.32 -9.89 -9.16 -0.0228
N 7.99 -10.43 -11.21 -0.2678
H 9.28 -9.77 -9.46 0.2697
H 7.72 -9.42 -8.51 0.2222
H 8.91 -10.04 -11.39 0.2126
H 7.39 -10.68 -11.98 0.2059
C 10.08 -12.70 -7.50 -0.3457
O 10.12 -13.44 -8.48 -0.4262
N 9.55 -13.02 -6.28 2.3097
N 10.09 -11.42 -7.60 1.6058
H 9.15 -13.92 -6.04 -0.6087
H 9.44 -12.26 -5.62 -0.9743
H 9.90 -11.10 -8.53 -0.6499
H 9.85 -10.76 -6.87 -0.4369
C 11.61 -17.03 -8.50 0.6289
O 11.02 -17.22 -7.40 -0.5845
N 12.67 -17.72 -8.85 -0.4783
N 11.32 -15.98 -9.29 -0.0968
H 12.86 -18.26 -8.02 0.2496
H 12.93 -17.82 -9.82 0.2004
H 11.75 -15.88 -10.20 0.1975
H 10.72 -15.31 -8.85 -0.1655
C 10.68 -10.60 -1.10 0.5923
O 9.68 -10.94 -0.51 -0.6810
N 11.05 -10.91 -2.35 -0.1053
N 11.43 -9.72 -0.70 -0.3040
H 12.02 -10.72 -2.56 0.2043
H 10.37 -11.14 -3.05 -0.2161
H 11.20 -9.23 0.15 0.2283
H 12.34 -9.60 -1.13 0.1460
C 5.50 -12.20 -6.90 0.5032
O 5.43 -12.51 -5.72 -0.7937
N 6.62 -12.21 -7.47 0.5645
N 4.56 -11.83 -7.68 -0.3473
H 6.76 -11.74 -8.36 0.0457
H 7.39 -12.58 -6.92 -0.2826
H 4.86 -11.52 -8.60 0.1151
H 3.68 -11.52 -7.29 0.2951
C 9.68 -17.68 -3.45 0.5303
O 8.78 -18.04 -2.70 -0.7228
N 10.65 -18.54 -3.55 -0.3681
N 9.72 -16.81 -4.45 0.0738
H 11.29 -18.49 -4.33 0.1302
H 10.67 -19.33 -2.92 0.2425
H 10.58 -16.83 -4.99 0.0530
H 9.01 -16.11 -4.61 0.0439

=====

# 3
81
Properties=species:S:1:pos:R:3:mulliken_charge:R:1 method="wB97M-V/def2-TZVPD" largest_force_ev_per_a=1.78 lumo_ha=-0.104 homo_ev=-10.8951 orbital_gap_ev=8.08 charge=+1
C -2.40 -2.31 -4.88 -1.0419
C -1.55 -3.59 -4.92 -0.2798
O -1.42 -4.27 -3.68 -0.4960
C -0.96 -3.50 -2.61 -0.4408
C 0.29 -2.69 -2.94 -0.4924
O 1.04 -2.28 -1.76 -0.3701
C 0.33 -1.79 -0.76 -0.1540
C -0.61 -0.82 -0.68 -0.5642
N -1.00 -0.68 0.64 0.2946
B -2.05 0.25 1.29 0.3823
O -3.02 -0.39 2.02 -0.4737
N -2.02 1.65 1.20 0.1579
C -1.31 2.21 0.05 -1.0738
C -1.66 2.31 2.49 -1.0457
C -0.30 -1.57 1.34 -0.3114
N 0.51 -2.25 0.53 0.1416
H -3.18 -2.38 -5.63 0.3589
H -1.79 -1.45 -5.14 0.2989
H -2.91 -2.18 -3.94 0.2836
H -2.04 -4.29 -5.58 0.4636
H -0.57 -3.41 -5.37 0.2257
H -1.77 -2.89 -2.21 0.3056
H -0.69 -4.20 -1.82 0.4313
H 0.03 -1.79 -3.49 0.2808
H 0.96 -3.31 -3.53 0.3884
H -1.00 -0.25 -1.50 0.6477
H -2.64 -0.96 2.69 0.2913
H -1.67 3.22 -0.15 0.3456
H -1.55 1.64 -0.84 0.2930
H -0.23 2.26 0.19 0.4049
H -2.56 2.70 2.95 0.3777
H -1.17 1.64 3.19 0.3059
H -1.04 3.16 2.25 0.3705
H -0.32 -1.79 2.39 0.4479
H 1.14 -2.99 0.81 0.2253
C -5.02 8.13 6.22 -0.7741
O -3.94 7.91 5.33 -0.2503
C -3.37 6.62 5.48 -0.6360
C -2.54 6.26 4.28 -0.4125
O -3.30 5.81 3.16 -0.3863
C -4.01 6.80 2.43 -0.4337
C -3.14 7.66 1.56 -0.5588
O -2.52 8.68 2.32 -0.2557
C -1.43 9.27 1.64 -0.7663
H -4.70 8.03 7.26 0.3148
H -5.38 9.14 6.05 0.2392
H -5.83 7.42 6.02 0.3253
H -4.17 5.87 5.61 0.3474
H -2.73 6.62 6.38 0.4402
H -1.90 5.41 4.55 0.3620
H -1.88 7.09 3.99 0.2367
H -4.63 7.41 3.10 0.2181
H -4.68 6.24 1.78 0.3908
H -3.76 8.14 0.78 0.4399
H -2.38 7.04 1.07 0.2989
H -0.65 8.53 1.44 0.3151
H -1.02 10.05 2.28 0.2397
H -1.76 9.73 0.70 0.3142
C 2.33 -5.98 -3.86 -0.6605
O 3.61 -5.74 -3.34 -0.3819
C 3.73 -4.45 -2.77 -0.1686
C 4.93 -4.36 -1.85 -0.5850
O 4.70 -4.92 -0.56 -0.4887
C 4.70 -6.34 -0.47 -0.3856
C 6.07 -6.96 -0.55 -0.6098
O 6.50 -7.05 -1.90 -0.2586
C 7.89 -7.26 -2.01 -0.7753
H 2.07 -5.25 -4.64 0.2591
H 2.32 -6.97 -4.29 0.3630
H 1.57 -5.94 -3.06 0.2515
H 2.82 -4.21 -2.19 0.0404
H 3.84 -3.72 -3.58 0.4948
H 5.13 -3.31 -1.67 0.4519
H 5.81 -4.80 -2.32 0.2030
H 4.03 -6.78 -1.21 0.2025
H 4.29 -6.56 0.52 0.3891
H 6.04 -7.97 -0.13 0.4470
H 6.78 -6.35 0.03 0.3450
H 8.45 -6.43 -1.57 0.3228
H 8.13 -7.33 -3.06 0.2369
H 8.18 -8.20 -1.51 0.3191

=====

# 4
31
Properties=species:S:1:pos:R:3:mulliken_spin:R:1 method="wB97M-V/def2-TZVPD" de_lowest_kcal_mol=0.0 largest_force_ev_per_a=0.14 lumo_ha="-0.273 / -0.240" homo_ev="-14.6980 / -14.6741" spin_multiplicity=2 s2=0.77 orbital_gap_ev="7.27 / 8.15" charge=+1
Mn 0.48 0.07 -0.93 1.1006
O -2.50 -2.00 0.83 -0.0005
C -1.44 -1.35 0.49 -0.0068
O -1.11 -1.11 -0.68 -0.0070
C -0.52 -0.92 1.57 0.0003
C -0.55 -1.13 2.93 -0.0004
C 0.49 -0.60 3.69 0.0008
C 1.54 0.09 3.08 -0.0017
C 1.48 0.24 1.70 -0.0012
N 0.47 -0.24 1.01 -0.0146
C 2.47 0.89 0.77 0.0041
O 3.44 1.49 1.04 -0.0001
O 2.06 0.64 -0.54 0.0014
H -3.04 -2.23 0.05 -0.0002
H -1.36 -1.69 3.39 -0.0002
H 0.50 -0.74 4.76 -0.0001
H 2.37 0.49 3.64 0.0000
F 0.05 -2.39 -4.54 0.0005
C 1.22 -1.93 -4.12 0.0018
F 1.75 -1.15 -5.04 -0.0003
F 2.03 -2.95 -3.87 -0.0002
C 0.98 -1.13 -2.83 0.0045
O 1.22 -1.60 -1.69 -0.0322
O 0.48 0.03 -2.86 -0.0122
F -0.92 4.14 -0.19 -0.0001
C -1.98 3.34 -0.33 -0.0013
F -2.46 3.47 -1.57 -0.0001
F -2.91 3.70 0.54 -0.0005
C -1.55 1.87 -0.09 0.0028
O -2.09 1.17 0.72 -0.0026
O -0.58 1.53 -0.92 -0.0347

=====

# 5
59
Properties=species:S:1:pos:R:3:nbo_charge:R:1 method="wB97M-V/def2-TZVPD" de_lowest_kcal_mol=26.9 largest_force_ev_per_a=1.36 lumo_ha=-0.419 homo_ev=-17.8246 orbital_gap_ev=6.43 charge=+3
Ru 0.24 0.18 0.27 0.6305
N -1.03 -1.35 -0.05 -0.6602
C -0.35 -2.32 -0.93 0.0746
C -1.09 -3.02 -1.86 -0.2053
C -0.44 -4.00 -2.60 -0.1447
C 0.90 -4.24 -2.40 -0.1638
C 1.64 -3.49 -1.49 -0.1043
C 1.01 -2.50 -0.74 -0.1159
C 1.85 -1.55 0.10 -0.1206
C 2.90 -2.09 0.88 -0.1144
C 4.05 -1.37 1.14 -0.1754
C 4.23 -0.10 0.58 -0.0986
C 3.19 0.53 -0.10 -0.2448
C 2.06 -0.22 -0.26 0.1012
H -1.93 -1.08 -0.43 0.4298
H -1.21 -1.81 0.85 0.4315
H -2.16 -2.85 -1.99 0.2454
H -1.00 -4.58 -3.33 0.2630
H 1.41 -5.01 -2.98 0.2621
H 2.70 -3.66 -1.39 0.2358
H 2.84 -3.14 1.16 0.2628
H 4.84 -1.81 1.72 0.2713
H 5.16 0.44 0.74 0.2686
H 3.27 1.56 -0.44 0.2736
N -1.60 1.71 2.01 -0.9220
P -0.19 0.88 2.45 1.5521
C 1.09 2.00 2.96 -0.4084
C 1.23 2.36 4.31 -0.1703
C 2.16 3.32 4.66 -0.1806
C 2.95 3.92 3.68 -0.1191
C 2.80 3.59 2.34 -0.1863
C 1.87 2.63 1.98 -0.2096
C -0.64 -0.29 3.67 -0.4943
C 0.38 -0.86 4.47 -0.1876
C 0.04 -1.76 5.45 -0.1302
C -1.30 -2.11 5.65 -0.1285
C -2.30 -1.57 4.85 -0.1771
C -1.98 -0.67 3.85 -0.1844
C -1.80 2.22 0.73 0.4096
C -2.74 3.20 0.44 -0.2557
C -2.89 3.59 -0.88 -0.0513
C -2.10 3.02 -1.89 -0.2364
C -1.20 2.06 -1.54 0.0628
N -1.04 1.67 -0.24 -0.5061
H -2.16 2.11 2.76 0.4555
H 0.62 1.90 5.07 0.2407
H 2.28 3.60 5.70 0.2600
H 3.67 4.67 3.97 0.2587
H 3.40 4.08 1.59 0.2483
H 1.72 2.41 0.93 0.1863
H 1.41 -0.58 4.32 0.2358
H 0.80 -2.19 6.08 0.2470
H -1.56 -2.81 6.43 0.2584
H -3.33 -1.85 5.02 0.2566
H -2.76 -0.26 3.22 0.2291
H -3.34 3.63 1.23 0.2646
H -3.62 4.35 -1.13 0.2714
H -2.21 3.32 -2.92 0.2772
H -0.57 1.57 -2.27 0.2320

=====

# 6
8
Properties=species:S:1:pos:R:3:nbo_charge:R:1 method="wB97M-V/def2-TZVPD" de_lowest_kcal_mol=87.5 largest_force_ev_per_a=1.13 lumo_ha="-0.019 / -0.027" homo_ev="-8.8663 / -8.3373" orbital_gap_ev="8.35 / 7.62"
C -1.14 -0.17 0.81 -0.2926
C 0.92 0.27 -1.18 -0.4866
Cl -0.78 1.20 1.74 0.0455
Cl -0.52 -1.71 1.32 0.0227
Br 1.78 1.56 -0.24 0.1696
Br 1.39 -1.53 -1.07 0.1391
H -2.21 -0.24 0.74 0.1968
H 0.55 0.62 -2.13 0.2055

=====

# 7
96
Properties=species:S:1:pos:R:3:mulliken_spin:R:1 method="wB97M-V/def2-TZVPD" de_lowest_kcal_mol=112.5 largest_force_ev_per_a=0.87 lumo_ha="-0.326 / -0.411" homo_ev="-16.0138 / -16.0337" spin_multiplicity=5 s2=6.03 orbital_gap_ev="7.16 / 4.84" charge=+3
Rh 0.31 0.26 -0.36 2.5414
Br 1.95 -0.88 -7.24 0.0117
C 1.40 -0.32 -5.47 0.0457
C 1.18 1.17 -5.46 -0.0157
C 0.61 1.73 -4.40 0.0435
C 0.20 0.85 -3.24 -0.1150
C -0.60 -1.65 -3.10 0.1679
C 0.19 -2.25 -3.99 0.0666
N -0.53 1.54 -2.16 0.1346
C -1.26 2.56 -2.44 -0.0014
C -1.83 3.51 -1.48 -0.0083
C -2.84 4.36 -1.91 0.0025
C -3.33 5.31 -1.02 -0.0003
C -2.77 5.37 0.24 0.0003
C -1.75 4.47 0.58 0.0018
N -1.28 3.56 -0.26 -0.0044
H 1.59 1.75 -6.27 -0.0001
H 0.54 2.81 -4.31 0.0021
H -1.09 -1.95 -2.19 0.0011
H 0.65 -3.23 -4.07 0.0018
H -1.46 2.80 -3.49 0.0045
H -3.24 4.29 -2.92 0.0003
H -4.11 5.99 -1.32 0.0000
H -3.10 6.11 0.96 0.0000
H -1.30 4.51 1.56 -0.0005
C -3.08 2.50 3.13 0.0017
N -1.63 2.67 3.35 0.0034
C -1.25 3.29 4.63 0.0010
P -0.62 1.64 2.62 -0.0199
O -1.06 1.27 1.24 0.0585
O -0.59 0.32 3.59 -0.0023
P 0.12 -1.00 2.97 0.0251
O 0.90 -0.56 1.77 0.0540
N 1.04 -1.55 4.17 0.0043
C 0.71 -1.39 5.60 0.0011
C 2.02 -2.60 3.86 0.0026
N -1.07 -2.07 2.64 0.0002
C -2.09 -1.75 1.64 0.0053
C -1.60 -2.92 3.72 -0.0005
N 0.91 2.22 2.68 0.0149
C 1.55 2.52 1.41 0.0847
C 1.80 2.00 3.83 0.0003
H -3.55 3.48 3.13 0.0002
H -3.54 1.90 3.92 0.0000
H -3.26 2.03 2.17 -0.0004
H -1.95 4.10 4.83 0.0000
H -0.25 3.71 4.57 -0.0003
H -1.31 2.58 5.46 0.0002
H -0.12 -0.70 5.74 0.0001
H 1.58 -1.01 6.13 -0.0001
H 0.44 -2.35 6.04 0.0002
H 2.27 -2.58 2.80 -0.0010
H 1.64 -3.59 4.12 0.0000
H 2.93 -2.42 4.43 0.0000
H -1.66 -1.22 0.80 0.0051
H -2.88 -1.11 2.05 0.0011
H -2.55 -2.67 1.29 0.0010
H -0.80 -3.19 4.41 0.0003
H -2.00 -3.83 3.29 -0.0001
H -2.39 -2.42 4.28 0.0001
H 1.03 3.28 0.84 -0.0091
H 1.58 1.62 0.76 -0.0194
H 2.58 2.83 1.58 0.0033
H 1.24 1.59 4.67 0.0000
H 2.25 2.94 4.15 0.0002
H 2.59 1.29 3.57 -0.0001
C 3.05 -5.77 -0.23 -0.0007
C 2.40 -4.42 -0.25 -0.0041
C 1.01 -4.28 -0.30 0.0098
C 0.45 -3.02 -0.37 0.0009
N 1.17 -1.89 -0.41 0.0902
C 2.50 -2.02 -0.30 0.0011
C 3.14 -3.24 -0.23 -0.0056
H 2.43 -6.51 0.26 -0.0001
H 4.03 -5.74 0.26 -0.0001
H 3.22 -6.11 -1.26 -0.0002
H 0.37 -5.15 -0.27 0.0007
H -0.63 -2.92 -0.37 -0.0011
H 3.07 -1.11 -0.24 0.0063
H 4.22 -3.27 -0.14 0.0004
N 3.64 0.24 -2.22 0.0048
C 2.53 0.09 -2.96 -0.0094
N 1.37 0.43 -2.47 0.1154
C -0.67 -0.32 -3.87 0.0383
C -2.03 0.11 -4.23 0.2353
C -2.65 -0.23 -5.42 0.0483
C -2.02 -1.07 -6.34 0.1574
C -0.72 -1.52 -6.12 0.1752
C 0.13 -1.08 -4.99 -0.0122
S 2.90 -0.69 -4.50 0.0123
H 3.59 0.80 -1.39 -0.0039
H 4.55 0.06 -2.61 -0.0004
H -2.59 0.68 -3.49 0.0423
H -3.66 0.10 -5.63 0.0031
H -2.58 -1.41 -7.20 0.0050
H -0.28 -2.24 -6.80 -0.0050

=====

# 8
10
Properties=species:S:1:pos:R:3:nbo_charge:R:1 method="wB97M-V/def2-TZVPD" de_lowest_kcal_mol=40.4 largest_force_ev_per_a=1.87 lumo_ha=-0.021 homo_ev=-9.0054 orbital_gap_ev=8.43 smiles="O=CN(C=O)C=S"
C -0.70 -0.28 1.15 0.5556
C 0.95 1.00 0.02 -0.1109
C -0.32 -0.79 -1.15 0.5360
H -0.38 0.33 1.98 0.1340
H 1.03 1.38 1.06 0.1924
H -1.09 -1.47 -0.82 0.1597
N 0.09 -0.06 -0.01 -0.5293
O -1.62 -1.06 1.18 -0.5228
O 0.14 -0.64 -2.24 -0.4738
S 1.90 1.58 -1.18 0.0592